[1]
This record from the OMol25 dataset describes 9 unconnected molecules or ions with the total composition C4H24NO10. The level of theory is ωB97M-V with the def2-TZVPD basis set.

Calculated values
- energy (a.u.) = -974.112341
- HOMO-LUMO gap (eV) = 9.13
- HOMO (eV) = -6.13
- F_max (eV Å⁻¹) = 1.416
- charge = -1

Last column: Mulliken charge in e.
Positions of all 39 atoms, in Å:
O -0.9861 0.4589 1.3690  -1.044
C -0.1293 -0.4315 1.1353  0.732
N -0.4223 -1.3876 0.2656  0.121
C 0.6752 -2.0647 -0.5290  -0.609
O 1.3554 -1.1471 -1.2734  -0.988
C 1.1602 -0.5065 1.9119  0.051
C 1.1522 0.4008 3.1400  -1.300
H -1.3473 -1.3839 -0.1788  0.248
H 0.1276 -2.7956 -1.1492  0.304
H 1.3232 -2.5689 0.1959  0.297
H 1.3844 -1.5482 2.1976  0.335
H 2.0177 -0.2378 1.2782  0.095
H 1.9640 0.1780 3.8100  0.437
H 0.2211 0.2948 3.7250  0.278
H 1.2443 1.4462 2.8371  0.168
H 2.2633 1.9560 -0.2995  0.384
H 2.0589 0.4397 -0.9297  0.498
O 2.7031 1.1925 -0.7453  -0.763
H 0.4304 -0.4562 -2.0981  0.341
H 0.3657 0.5549 -3.4257  0.193
O -0.1688 0.1694 -2.7254  -0.766
H -2.7241 0.1800 1.3237  0.494
H -3.6830 -0.6471 2.2114  0.299
O -3.6440 -0.1675 1.3783  -0.753
H -1.9186 -0.0562 -2.8669  0.438
H -2.8279 0.9328 -2.1442  0.432
O -2.8746 0.1151 -2.6750  -0.855
H 4.0060 -0.2454 -0.5409  0.351
H 3.0310 -1.3393 -0.9634  0.377
O 3.9563 -1.2020 -0.6386  -0.766
H -3.5075 -1.2548 -0.0124  0.383
H -3.1371 -1.1554 -1.5464  0.459
O -3.1502 -1.7654 -0.7704  -0.833
H 0.7306 3.4898 -0.2182  0.337
H 0.8341 2.8769 1.1668  0.317
O 1.3742 3.2980 0.4862  -0.736
H -1.4792 1.2694 -0.1373  0.521
H -0.9182 1.2907 -1.6037  0.392
O -1.4607 1.8172 -0.9608  -0.871

=====

[2]
This record from the OMol25 dataset describes a molecular structure, C22H26N2O2SSe3Si2TeZr. The level of theory is ωB97M-V with the def2-TZVPD basis set.

Calculated values
- energy (a.u.) = -9610.635305
- HOMO-LUMO gap (eV) = 4.72
- HOMO (eV) = -0.67
- F_max (eV Å⁻¹) = 2.470
- charge = -2

Last column: Mulliken charge in e.
Positions of all 60 atoms, in Å:
Zr 0.0608 -1.3496 -0.3057  -0.523
Se 1.5310 -3.0369 1.0049  -0.281
Se 1.7534 -5.1215 1.8470  -0.628
Te 3.3542 -4.8704 -1.8258  -0.417
Se 1.6745 -3.1000 -1.3159  -0.343
C 3.9931 -0.4137 0.5998  -1.519
Si 2.4035 -0.0176 -0.4735  1.674
C 3.1758 -0.0131 -2.2575  -1.395
C 2.0770 1.8641 -0.1898  0.327
C 3.1323 2.7640 -0.1698  -0.580
C 2.9230 4.1238 -0.0199  -0.720
C 1.6323 4.6058 0.1168  -0.653
C 0.5744 3.7167 0.0976  -0.471
C 0.7747 2.3527 -0.0597  0.341
Si -0.7645 1.1923 -0.0851  1.362
C -1.8281 1.8070 1.4153  -1.456
C -1.7605 1.7667 -1.6399  -1.390
H 4.8388 0.1990 0.2937  0.411
H 4.2904 -1.4597 0.5004  0.336
H 3.8191 -0.2291 1.6608  0.340
H 3.9375 0.7594 -2.3526  0.454
H 2.4026 0.1855 -2.9998  0.344
H 3.6251 -0.9751 -2.5045  0.301
H 4.1461 2.3995 -0.2807  0.231
H 3.7627 4.8102 -0.0115  0.363
H 1.4507 5.6685 0.2368  0.350
H -0.4353 4.0941 0.2040  0.223
H -2.2873 2.7766 1.2288  0.437
H -1.2020 1.9041 2.3019  0.306
H -2.6248 1.1041 1.6508  0.300
H -2.0534 2.8149 -1.5883  0.444
H -2.6642 1.1707 -1.7564  0.283
H -1.1617 1.6360 -2.5400  0.292
O -2.2344 -1.2419 -0.1719  -0.584
C -2.0181 -2.1184 -1.0443  1.428
O -1.1263 -2.9912 -0.8241  -0.615
C -2.6306 -1.9746 -2.3917  -0.323
C -3.9548 -2.2097 -2.6955  -0.275
C -4.4375 -1.9093 -3.9610  -0.569
C -3.5887 -1.3598 -4.9126  -0.472
C -2.2622 -1.1288 -4.6194  -0.685
C -1.7580 -1.4265 -3.3481  0.580
S -0.1188 -1.0869 -2.9354  -0.338
H -4.6175 -2.6249 -1.9467  0.418
H -5.4789 -2.0918 -4.1915  0.356
H -3.9793 -1.1156 -5.8949  0.341
H -1.5974 -0.6975 -5.3542  0.420
N -0.7725 -0.3280 6.1489  -0.582
C -0.5213 -0.5497 4.7999  0.996
C -1.3589 -1.3564 4.0257  -0.759
C -1.0681 -1.5575 2.6992  -0.825
N -0.0321 -0.9770 2.0559  0.618
C 0.7602 -0.1844 2.8086  -0.772
C 0.5612 0.0500 4.1433  -0.819
H -1.3095 -1.0600 6.5908  0.233
H 0.0475 -0.0721 6.6789  0.242
H -2.2187 -1.8356 4.4697  0.311
H -1.6864 -2.2255 2.1024  0.472
H 1.6054 0.2626 2.2965  0.090
H 1.2447 0.6815 4.6893  0.368

=====

[3]
This record from the OMol25 dataset describes 10 unconnected molecules or ions with the total composition C53H73F27O21Si. The level of theory is ωB97M-V with the def2-TZVPD basis set.

Calculated values
- energy (a.u.) = -6629.465572
- HOMO-LUMO gap (eV) = 9.59
- HOMO (eV) = -9.09
- structure (SMILES) = C[Si](C)(CCCCCCCCOC(=O)O)c1ccccc1.CCOC(=O)C(F)(F)F.CCOC(=O)C(F)(F)F.CCOC(=O)C(F)(F)F.CCOC(=O)C(F)(F)F.CCOC(=O)C(F)(F)F.CCOC(=O)C(F)(F)F.CCOC(=O)C(F)(F)F.CCOC(=O)C(F)(F)F.CCOC(=O)C(F)(F)F
- F_max (eV Å⁻¹) = 0.650

Last column: Mulliken charge in e.
Positions of all 175 atoms, in Å:
C 1.7633 -3.8203 3.7949  -1.041
Si 3.2133 -4.7075 3.0249  -0.161
C 3.2649 -6.4653 3.7013  -1.146
C 4.8453 -3.8730 3.4093  -0.819
C 4.9083 -2.3837 3.0212  -0.691
C 6.3363 -1.8335 2.8221  -0.823
C 6.8599 -0.9376 3.9706  -0.475
C 8.1611 -1.4247 4.6526  -1.087
C 9.2906 -0.3954 4.6174  -1.025
C 9.8754 -0.0744 3.2300  -0.388
C 10.0667 -1.2724 2.3121  -0.206
O 10.2054 -0.8577 0.9274  -0.337
C 11.4727 -0.7376 0.4837  0.571
O 12.0193 -1.5388 -0.2027  -0.468
O 12.0411 0.4632 0.8437  -0.450
C 2.9618 -4.8406 1.1672  0.536
C 1.7136 -5.2148 0.6519  -0.340
C 1.5042 -5.3261 -0.7175  -0.758
C 2.5450 -5.0577 -1.6015  0.016
C 3.7919 -4.6845 -1.1154  -0.673
C 3.9937 -4.5781 0.2576  -0.232
H 1.8678 -3.7225 4.8776  0.507
H 1.5714 -2.8374 3.3652  0.274
H 0.8690 -4.4270 3.6152  0.238
H 2.3381 -6.9776 3.4294  0.310
H 3.3900 -6.4843 4.7853  0.360
H 4.0917 -7.0028 3.2296  0.325
H 5.6599 -4.4187 2.9176  0.508
H 5.0255 -3.9904 4.4856  0.368
H 4.3399 -2.2243 2.0980  0.382
H 4.3995 -1.7907 3.7872  0.416
H 6.3553 -1.2575 1.8916  0.364
H 7.0286 -2.6673 2.6647  0.301
H 6.0784 -0.8768 4.7330  0.477
H 7.0098 0.0812 3.6027  0.404
H 7.9559 -1.6492 5.7037  0.411
H 8.4786 -2.3734 4.2124  0.503
H 10.1014 -0.7315 5.2732  0.416
H 8.9282 0.5460 5.0408  0.324
H 9.2758 0.6657 2.6934  0.356
H 10.8522 0.3945 3.3858  0.325
H 10.9544 -1.8528 2.5845  0.322
H 9.2027 -1.9320 2.3067  0.122
H 12.7818 0.3049 1.4403  0.332
H 0.8870 -5.4201 1.3249  0.334
H 0.5348 -5.6247 -1.0997  0.395
H 2.3792 -5.1430 -2.6693  0.275
H 4.6069 -4.4644 -1.7956  0.389
H 4.9700 -4.2881 0.6323  0.279
C -2.7554 0.5022 4.7650  -0.941
C -3.4264 -0.7685 4.2989  -0.144
O -2.9407 -1.1552 2.9909  -0.352
C -1.7586 -1.7450 2.9694  0.396
O -1.0623 -2.0125 3.9030  -0.510
C -1.3864 -2.0917 1.5094  0.881
F -1.6281 -1.0669 0.6876  -0.262
F -2.1150 -3.1399 1.0968  -0.281
F -0.1018 -2.4131 1.4149  -0.213
H -2.8945 1.2983 4.0341  0.296
H -3.1817 0.8197 5.7169  0.467
H -1.6889 0.3567 4.8950  0.112
H -4.4983 -0.6342 4.1710  0.235
H -3.2675 -1.5884 4.9986  0.305
C 0.6901 5.5734 3.4428  -0.619
C 1.4835 4.3597 3.0225  -0.479
O 1.7117 3.4629 4.1375  -0.343
C 0.7148 2.6559 4.4502  0.376
O -0.3483 2.5730 3.9084  -0.496
C 1.1520 1.7644 5.6371  0.896
F 1.7446 2.4913 6.5889  -0.259
F 2.0235 0.8442 5.2050  -0.274
F 0.1132 1.1368 6.1786  -0.240
H 1.1890 6.0853 4.2670  0.336
H 0.6078 6.2661 2.6067  0.132
H -0.3129 5.2957 3.7660  0.323
H 2.4807 4.6373 2.6896  0.311
H 0.9911 3.8103 2.2214  0.350
C -0.5693 10.5697 0.3229  -0.910
C 0.7765 10.3565 -0.3292  -0.172
O 1.8135 10.3673 0.6899  -0.356
C 1.9214 9.2774 1.4178  0.418
O 1.2764 8.2719 1.3395  -0.524
C 3.0567 9.4474 2.4523  0.813
F 2.9879 10.6308 3.0664  -0.257
F 4.2458 9.3567 1.8439  -0.271
F 2.9850 8.4913 3.3765  -0.207
H -0.5692 11.4872 0.9115  0.338
H -1.3558 10.6362 -0.4267  0.386
H -0.8050 9.7468 0.9928  0.082
H 1.0377 11.1593 -1.0122  0.323
H 0.8185 9.4172 -0.8771  0.268
C -1.5215 10.4139 6.5190  -1.205
C -0.8631 9.2239 5.8590  -0.048
O -1.8173 8.4540 5.0910  -0.320
C -2.1070 8.9208 3.8900  0.482
O -1.6729 9.9035 3.3655  -0.510
C -3.0871 7.9606 3.1794  0.811
F -4.0910 7.6044 3.9842  -0.262
F -2.4350 6.8531 2.8036  -0.222
F -3.5951 8.5381 2.0970  -0.242
H -2.3588 10.0914 7.1380  0.310
H -0.7986 10.9284 7.1514  0.388
H -1.8924 11.1193 5.7768  0.313
H -0.4811 8.5229 6.5971  0.362
H -0.0433 9.5235 5.2070  0.174
C 0.6426 -4.0346 -5.4435  -1.168
C 1.4873 -5.2102 -5.8796  -0.160
O 0.7027 -6.1751 -6.6152  -0.343
C 0.4890 -5.8974 -7.8902  0.214
O 0.8784 -4.9514 -8.5062  -0.526
C -0.3392 -7.0315 -8.5335  1.062
F -1.3776 -7.3728 -7.7607  -0.253
F 0.4296 -8.1161 -8.7000  -0.276
F -0.8033 -6.6563 -9.7170  -0.237
H -0.2155 -4.3781 -4.8649  0.300
H 1.2316 -3.3600 -4.8226  0.383
H 0.2703 -3.4761 -6.3013  0.400
H 1.8667 -5.7597 -5.0211  0.282
H 2.3350 -4.8973 -6.4877  0.327
C -10.2434 -0.1887 5.1279  -1.131
C -8.8218 -0.4253 4.6716  -0.224
O -7.8862 -0.2606 5.7623  -0.289
C -7.7625 -1.2931 6.5809  0.326
O -8.3218 -2.3458 6.5150  -0.506
C -6.7102 -0.9685 7.6644  0.895
F -6.9039 0.2457 8.1848  -0.255
F -5.4859 -0.9970 7.1153  -0.213
F -6.7554 -1.8629 8.6412  -0.241
H -10.3379 0.7964 5.5850  0.304
H -10.9167 -0.2419 4.2729  0.368
H -10.5519 -0.9380 5.8554  0.320
H -8.5143 0.3144 3.9362  0.320
H -8.6943 -1.4181 4.2420  0.337
C -3.1804 -10.3630 -7.5613  -1.120
C -4.5077 -9.6682 -7.3605  -0.067
O -5.4086 -10.4771 -6.5655  -0.348
C -5.2249 -10.4379 -5.2579  0.322
O -4.4137 -9.8035 -4.6524  -0.514
C -6.2795 -11.3272 -4.5614  0.899
F -6.3910 -12.5152 -5.1615  -0.247
F -7.4760 -10.7229 -4.6049  -0.255
F -5.9554 -11.5246 -3.2897  -0.236
H -3.3307 -11.3464 -8.0076  0.366
H -2.5533 -9.7687 -8.2249  0.287
H -2.6553 -10.4907 -6.6154  0.340
H -5.0255 -9.5334 -8.3046  0.252
H -4.3892 -8.6944 -6.8872  0.325
C 1.7923 10.6027 -6.6123  -1.083
C 0.5290 11.3963 -6.3693  -0.222
O -0.4747 10.5934 -5.7035  -0.344
C -0.3444 10.4642 -4.3973  0.374
O 0.4980 10.9423 -3.6954  -0.497
C -1.5007 9.6059 -3.8372  0.902
F -1.6986 8.5092 -4.5679  -0.264
F -2.6315 10.3214 -3.8295  -0.274
F -1.2244 9.2418 -2.5877  -0.202
H 1.5711 9.6973 -7.1773  0.310
H 2.4989 11.2049 -7.1826  0.367
H 2.2643 10.3170 -5.6733  0.304
H 0.0613 11.6926 -7.3048  0.313
H 0.7182 12.2896 -5.7757  0.322
C -8.2627 -5.3594 -8.4272  -1.093
C -6.9489 -4.6145 -8.4937  -0.239
O -5.8801 -5.4773 -8.9461  -0.286
C -5.8003 -5.6671 -10.2531  0.307
O -6.4975 -5.2001 -11.1023  -0.519
C -4.6019 -6.5899 -10.5643  0.875
F -4.5842 -7.6470 -9.7384  -0.208
F -3.4576 -5.9221 -10.3951  -0.232
F -4.6616 -7.0327 -11.8120  -0.260
H -8.1699 -6.2408 -7.7923  0.280
H -9.0320 -4.7101 -8.0102  0.384
H -8.5832 -5.6796 -9.4177  0.317
H -6.6316 -4.2835 -7.5078  0.326
H -7.0068 -3.7477 -9.1506  0.332

=====

[4]
This record from the OMol25 dataset describes 3 unconnected molecules or ions with the total composition C22H38FN4O15P3S. The level of theory is ωB97M-V with the def2-TZVPD basis set.

Calculated values
- energy (a.u.) = -3731.006058
- HOMO-LUMO gap (eV) = 8.17
- HOMO (eV) = -9.00
- structure (SMILES) = CCCOc1c(C(=O)NC(=O)F)c(CNC)c2c(c1S(C)(=O)=O)C(=O)N([PH2]=N)C2=O.COP(=O)(OC)OC.COP(=O)(OC)OC
- F_max (eV Å⁻¹) = 1.752

Last column: Mulliken charge in e.
Positions of all 84 atoms, in Å:
C -6.8135 1.0470 3.3013  -1.196
C -6.6095 1.1907 1.7870  -0.378
C -5.6193 2.2730 1.4225  -0.655
O -4.2835 2.0759 1.9668  -0.530
C -3.3522 1.5571 1.1214  1.404
C -2.8520 2.3671 0.0874  -0.192
C -3.3883 3.7664 -0.0418  -0.186
O -4.3201 4.0259 -0.7576  -0.597
N -2.8114 4.7368 0.7721  -0.188
C -3.0045 6.0727 0.3220  0.504
O -3.4656 6.9474 0.9542  -0.459
F -2.5545 6.2751 -0.9216  -0.185
C -1.9071 1.8962 -0.8126  0.955
C -1.3307 2.7672 -1.9037  -1.477
N -0.7385 3.9543 -1.2990  -0.097
C 0.5988 3.6913 -0.7741  -0.943
C -1.5035 0.5785 -0.6542  0.096
C -1.9415 -0.2292 0.3891  0.322
C -2.8638 0.2545 1.3164  -0.051
S -3.4180 -0.7369 2.6981  1.558
C -3.3390 0.3557 4.0936  -1.002
O -4.7797 -1.1218 2.4527  -0.705
O -2.4746 -1.7880 2.9280  -0.687
C -1.2146 -1.5539 0.1964  -0.271
O -0.7870 -2.3394 0.9658  -0.468
N -0.9596 -1.5900 -1.2382  0.094
P 0.1921 -2.7697 -1.8253  0.568
N -0.0671 -4.2429 -1.4037  -0.748
C -0.5678 -0.2350 -1.4784  -0.287
O 0.3868 0.0933 -2.1193  -0.585
H -6.8302 0.0097 3.6143  0.241
H -6.0461 1.6004 3.8363  0.219
H -7.7635 1.4989 3.5804  0.429
H -7.5494 1.4966 1.3274  0.526
H -6.3228 0.2556 1.3142  0.278
H -5.9766 3.2268 1.8055  0.391
H -5.5609 2.3712 0.3439  0.380
H -1.8216 4.5371 0.8961  0.349
H -0.5761 2.1859 -2.4321  0.568
H -2.1325 3.0408 -2.5870  0.472
H -0.7298 4.7213 -1.9549  0.243
H 0.5661 2.9007 -0.0266  0.273
H 1.3009 3.3754 -1.5510  0.348
H 0.9869 4.5921 -0.3059  0.346
H -2.7118 -0.1226 4.8372  0.437
H -2.8571 1.2837 3.8015  0.334
H -4.3389 0.5740 4.4409  0.245
H 0.0900 -2.5845 -3.2097  0.034
H 1.4580 -2.2870 -1.4610  0.115
H -0.8586 -4.3652 -0.7864  0.267
C 5.1127 1.1397 1.4304  -0.603
O 4.6234 0.2210 2.4208  -0.336
P 3.0747 0.1776 2.7408  0.821
O 2.2689 1.1725 2.0224  -0.391
O 2.9930 0.2704 4.3232  -0.347
C 3.3566 1.5120 4.9353  -0.681
O 2.7213 -1.3298 2.4809  -0.314
C 1.3936 -1.7637 2.8403  -0.502
H 5.1124 2.1546 1.8249  0.284
H 6.1311 0.8389 1.2009  0.238
H 4.5076 1.0997 0.5275  0.272
H 2.9419 2.3544 4.3802  0.311
H 4.4426 1.5963 4.9847  0.262
H 2.9483 1.5095 5.9418  0.248
H 0.6581 -1.0694 2.4443  0.141
H 1.2959 -1.8267 3.9235  0.324
H 1.2383 -2.7419 2.4021  0.280
C 2.7889 -4.9840 -2.8836  -0.636
O 3.6864 -3.9973 -3.4406  -0.151
P 4.4082 -4.2878 -4.8147  0.931
O 4.1507 -5.6070 -5.3936  -0.692
O 5.9380 -3.9617 -4.5382  -0.346
C 6.6562 -4.8550 -3.6796  -0.657
O 3.9749 -3.0419 -5.6806  -0.267
C 4.5936 -2.8729 -6.9640  -0.715
H 3.3544 -5.8157 -2.4677  0.315
H 2.2315 -4.4924 -2.0922  0.096
H 2.0966 -5.3530 -3.6360  0.329
H 6.4135 -5.8927 -3.9107  0.340
H 6.4168 -4.6391 -2.6379  0.236
H 7.7157 -4.6874 -3.8504  0.250
H 4.5502 -3.8000 -7.5355  0.330
H 5.6295 -2.5587 -6.8413  0.291
H 4.0384 -2.0989 -7.4855  0.233

=====

[5]
This record from the OMol25 dataset describes C6H5N in the gas phase. The level of theory is ωB97M-V with the def2-TZVPD basis set.

Calculated values
- energy (a.u.) = -286.139698
- HOMO-LUMO gap (eV) = 9.93
- HOMO (eV) = -9.22
- structure (SMILES) = C#C[C@@H]1N[C@@H]1C#C
- F_max (eV Å⁻¹) = 3.866

Last column: Mulliken charge in e.
Positions of all 12 atoms, in Å:
C -1.4263 -1.7416 1.4239  0.371
C -0.7491 -1.4371 0.4746  -0.685
C 0.0872 -1.0723 -0.6686  -0.315
N -0.4133 -0.1118 -1.6584  -0.584
C 0.6538 0.3332 -0.7680  0.386
C 0.6213 1.3691 0.2126  -0.287
C 1.1769 2.3348 0.6992  -0.508
H -2.0213 -2.0031 2.2774  0.406
H 0.6104 -1.9228 -1.1097  0.307
H -1.3368 0.2364 -1.3889  0.293
H 1.6377 0.9350 -0.9359  0.277
H 1.1595 3.0802 1.4418  0.341

=====

[6]
This record from the OMol25 dataset describes a molecular structure, C2H3BrO2P. The level of theory is ωB97M-V with the def2-TZVPD basis set.

Calculated values
- energy (a.u.) = -3143.831524
- HOMO-LUMO gap (eV) = 7.69
- HOMO (eV) = -4.25
- F_max (eV Å⁻¹) = 6.909
- charge = -1

Last column: Mulliken charge in e.
Positions of all 9 atoms, in Å:
C 1.4335 0.1307 0.2914  -0.721
C 0.3104 0.6323 -0.2082  -0.130
O -0.7841 -1.8089 1.3943  -0.803
O -1.4201 -0.8626 -1.5846  -0.585
P -1.1224 -0.4049 -0.2412  0.653
Br -2.5842 1.1794 0.4853  -0.338
H 2.3584 0.2863 -0.1052  0.295
H 1.3383 -0.7507 0.8068  0.375
H 0.4702 1.5984 -0.8385  0.253

=====

LUMO: 3.00, 4.04, 0.50, -0.83, 0.72, 3.45 (eV)